DFT (ωB97M-V with the def2-TZVPD basis set) results for C6H6N2O in the gas phase in a non-equilibrium geometry.

Summary:
gap between HOMO and LUMO (alpha / beta) = 6.590 / 7.387 eV
E_LUMO (alpha / beta) = 0.67 / -2.60 eV

The geometry in ORCA input format:
```
! RIJCOSX wB97M-V def2-TZVPD def2/J DEFGRID3
* xyz 0 3
C 2.99095 0.26946 -0.21346
C -1.63220 0.82605 0.05555
C -2.07046 -0.56942 -0.26033
C -0.32542 1.08563 0.38673
C -1.23900 -1.52147 0.03116
C 0.67008 -0.02086 0.46483
N 4.10533 0.42283 0.02552
N 1.73271 0.08615 -0.52138
O 0.08055 -1.36393 0.45644
H -2.36211 1.55538 0.12381
H -3.06633 -0.72687 -0.69488
H 0.11815 2.05930 0.44003
H -1.47210 -2.45937 -0.38916
H 1.14343 -0.03932 1.43026
H 1.32644 0.39642 -1.33510
*
```

DFT (ωB97M-V with the def2-TZVPD basis set) results for C2H7N2OP in the gas phase.

Summary:
gap between HOMO and LUMO = 8.851 eV
E_LUMO = 0.81 eV
SMILES = CP(N)/N=C\O

The geometry in ORCA input format:
```
! RIJCOSX wB97M-V def2-TZVPD def2/J DEFGRID3
* xyz 0 1
C 2.06490 -0.61634 -0.12382
C -1.13282 1.30782 0.16097
N 0.83885 -0.51577 0.06659
N -1.61604 -1.22794 -0.47391
O 3.04710 0.26189 0.20918
P -0.67015 -0.40880 0.71839
H 2.50708 -1.45262 -0.67017
H 2.68203 1.01352 0.69663
H -0.96335 1.38291 -0.91774
H -2.18030 1.51316 0.38400
H -0.51331 2.03304 0.68743
H -2.60416 -1.06069 -0.30892
H -1.45983 -2.23017 -0.42864
*
```

DFT (ωB97M-V with the def2-TZVPD basis set) results for a molecular structure, C2H8FeO10 in a non-equilibrium geometry.

Summary:
gap between HOMO and LUMO (alpha / beta) = 4.927 / 4.642 eV
E_LUMO (alpha / beta) = 1.69 / 1.69 eV

The geometry in ORCA input format:
```
! RIJCOSX wB97M-V def2-TZVPD def2/J DEFGRID3
* xyz -1 6
Fe -27.08548 -18.03242 -5.04249
C -27.93661 -16.05782 -6.67784
O -27.21861 -15.94653 -5.57927
O -29.06484 -15.45544 -6.46420
O -28.10073 -17.36882 -6.72902
C -29.10507 -17.88155 -3.23899
O -30.11651 -17.12332 -3.34226
O -28.76200 -18.78362 -4.10512
O -28.01828 -17.12012 -3.34986
O -27.19124 -19.83903 -6.18906
H -27.79056 -20.08652 -6.90039
H -26.54439 -20.54703 -6.14560
O -25.86431 -19.30144 -3.76346
H -24.93191 -19.22376 -3.55000
H -26.16236 -20.09928 -3.31590
O -25.32184 -16.58682 -3.54781
H -25.91410 -15.97628 -3.08903
H -24.44783 -16.19262 -3.47550
O -25.12875 -17.92664 -5.95496
H -24.62714 -18.70381 -6.21339
H -24.52946 -17.18687 -6.08075
*
```

DFT (ωB97M-V with the def2-TZVPD basis set) results for 8 unconnected molecules or ions with the total composition C12H20Br8Cl12 in a non-equilibrium geometry.

Summary:
gap between HOMO and LUMO = 10.199 eV
E_LUMO = 0.19 eV
SMILES = ClC(Cl)Cl.ClC(Cl)Cl.ClC(Cl)Cl.ClC(Cl)Cl.BrCCBr.BrCCBr.BrCCBr.BrCCBr

The geometry in ORCA input format:
```
! RIJCOSX wB97M-V def2-TZVPD def2/J DEFGRID3
* xyz 0 1
Br 4.41545 -0.42606 3.77547
C 4.79607 0.71176 2.22552
C 4.02348 2.02545 2.31857
Br 4.48650 3.18055 0.78393
H 4.54923 0.14740 1.32920
H 5.85856 0.93504 2.21050
H 4.40874 2.56365 3.18068
H 2.95472 1.89133 2.43012
Br 0.45907 -3.68623 3.83618
C 2.27805 -3.69704 3.04994
C 2.08422 -3.77800 1.54131
Br 3.87144 -3.32517 0.76323
H 2.75588 -4.59754 3.41812
H 2.83403 -2.80733 3.31625
H 1.39711 -3.06195 1.11272
H 1.97357 -4.80098 1.20400
Br -1.46290 5.67008 -5.48146
C -0.73191 3.84584 -5.69513
C -1.17994 2.91085 -4.61197
Br -3.15874 2.66072 -4.68567
H 0.34770 3.91170 -5.80154
H -1.13421 3.48503 -6.63984
H -1.02070 3.27708 -3.60580
H -0.74481 1.91690 -4.68334
Br -1.66711 2.29496 -0.29123
C -0.72010 1.49020 1.21582
C 0.37918 0.54820 0.76058
Br 1.24894 -0.28423 2.29341
H -1.43238 0.92510 1.81431
H -0.38897 2.36167 1.76912
H 1.09758 1.13998 0.19615
H 0.00712 -0.27920 0.16814
C 3.75861 -1.51873 -2.41058
Cl 5.35748 -1.00634 -1.81397
Cl 3.59600 -1.52524 -4.16322
Cl 2.43081 -0.65422 -1.62223
H 3.69123 -2.53691 -2.04820
C -3.00159 -2.32668 -0.47225
Cl -1.89167 -1.42950 0.53170
Cl -3.27620 -3.98759 0.08355
Cl -2.47276 -2.37743 -2.16373
H -3.95399 -1.80945 -0.47511
C -4.31332 -1.00973 3.69365
Cl -5.12802 -2.08010 2.55252
Cl -3.90850 0.56080 2.97861
Cl -2.87538 -1.80863 4.38467
H -4.94594 -0.81699 4.54923
C -5.05159 1.52877 -1.32265
Cl -6.16303 0.93454 -0.06386
Cl -5.93920 2.33669 -2.61215
Cl -4.12532 0.13450 -1.94630
H -4.37251 2.24250 -0.87698
*
```

DFT (ωB97M-V with the def2-TZVPD basis set) results for 3 unconnected molecules or ions with the total composition C24H34N2O4.

Summary:
gap between HOMO and LUMO = 10.534 eV
E_LUMO = 0.58 eV
SMILES = CC(=O)OCCCCCCCC[C@H]1CCC(=O)O1.c1ccncc1.c1ccncc1

The geometry in ORCA input format:
```
! RIJCOSX wB97M-V def2-TZVPD def2/J DEFGRID3
* xyz 0 1
C 1.62642 2.69039 -2.58308
C 0.80976 3.07095 -3.77971
O 0.88633 4.10234 -4.37464
O -0.09802 2.10393 -4.12678
C -1.47299 2.46461 -3.88989
C -2.16509 1.35718 -3.12928
C -1.53358 1.06409 -1.77380
C -2.29790 -0.00031 -0.98704
C -1.47432 -0.61470 0.15538
C -1.20333 -2.11468 -0.01310
C 0.02963 -2.58833 0.75610
C 0.65351 -3.91329 0.28835
C 0.79493 -4.11247 -1.21062
C 2.17349 -4.51011 -1.74958
C 1.81045 -5.23220 -3.05701
C 0.30949 -5.45833 -2.94131
O -0.44538 -5.82871 -3.78420
O -0.06793 -5.19426 -1.66065
H 2.52486 3.29615 -2.51312
H 1.86675 1.62866 -2.63601
H 0.98872 2.82433 -1.70376
H -1.51483 3.40797 -3.33557
H -1.94888 2.63379 -4.85743
H -3.21163 1.64445 -2.98297
H -2.14389 0.44586 -3.73428
H -1.51264 1.98509 -1.17828
H -0.49781 0.74362 -1.91390
H -3.20993 0.45394 -0.59085
H -2.62663 -0.78533 -1.67634
H -0.51448 -0.09445 0.23995
H -1.98071 -0.45675 1.11083
H -2.08011 -2.66568 0.33921
H -1.11795 -2.32392 -1.08304
H -0.27899 -2.72599 1.79582
H 0.79761 -1.80929 0.77974
H 0.10068 -4.76222 0.69536
H 1.65913 -3.97612 0.71412
H 0.48967 -3.23171 -1.78467
H 2.72612 -5.14752 -1.05964
H 2.74739 -3.60207 -1.93510
H 2.04181 -4.66843 -3.95738
H 2.25026 -6.22702 -3.12420
N 0.29004 3.85404 0.49800
C -0.52891 4.76607 -0.02174
C -0.47152 6.11622 0.28781
C 0.48887 6.54437 1.18986
C 1.34715 5.60666 1.74107
C 1.20785 4.27966 1.36333
H -1.26930 4.39597 -0.72418
H -1.16182 6.81072 -0.17073
H 0.56781 7.59010 1.45729
H 2.11248 5.89399 2.44898
H 1.86413 3.51912 1.77217
N -0.33539 -1.66954 4.22476
C -0.72213 -0.50671 4.74402
C -0.32841 -0.05738 5.99582
C 0.51194 -0.85956 6.75085
C 0.92295 -2.07274 6.22264
C 0.47325 -2.42889 4.95989
H -1.37978 0.09454 4.12541
H -0.67463 0.89807 6.36566
H 0.84070 -0.54504 7.73297
H 1.57830 -2.73260 6.77454
H 0.77643 -3.37051 4.51393
*
```

DFT (ωB97M-V with the def2-TZVPD basis set) results for a molecular structure, C5H14N4 in a non-equilibrium geometry.

Summary:
gap between HOMO and LUMO = 9.411 eV
E_LUMO = 0.90 eV

The geometry in ORCA input format:
```
! RIJCOSX wB97M-V def2-TZVPD def2/J DEFGRID3
* xyz 0 1
C -1.37355 0.63334 0.89609
C 0.18689 -1.19121 1.64096
C -0.35511 -1.59315 -1.23044
C -1.48373 1.95344 0.16778
N 0.09149 -0.03432 0.75294
N 0.01400 -0.31881 -0.65260
C 1.52943 0.25861 -0.56730
N 1.87326 0.33414 -1.88394
N 2.45391 0.68235 0.23518
H 1.09038 0.46766 -2.51047
H 2.75810 0.80428 -2.02907
H 2.06725 0.63427 1.18231
H -1.43934 0.81012 1.97420
H -2.16189 -0.06275 0.60701
H -0.66252 -1.86784 1.52393
H 1.10262 -1.76901 1.48223
H 0.20918 -0.84698 2.68017
H -0.75874 -1.40483 -2.23036
H 0.51732 -2.24990 -1.35175
H -1.11387 -2.12260 -0.63977
H -1.56716 1.81547 -0.91211
H -2.37387 2.48979 0.51577
H -0.60406 2.57793 0.34924
*
```

Which ΔE to the lowest compared entry with this formula, charge and spin belongs to each record? In order, 106.63; 128.63; 58.91; 24.28; 307.05; 379.88 kJ/mol.
Which electronic energy belongs to each record? In order, -416.77955; -606.50505; -2096.97578; -26583.63947; -1345.37729; -417.78382 Eh.